# 1
ORCA calculation (ωB97M-V with the def2-TZVPD basis set) on C4H5NO in the gas phase.

Element x y z (Å)
C  -2.456  0.091  0.188
C  -0.997  0.147  0.121
C  0.203  0.045  0.078
C  1.572  -0.476  0.060
N  2.539  0.349  -0.420
O  1.798  -1.613  0.431
H  -2.822  -0.541  -0.628
H  -2.935  1.070  0.110
H  -2.756  -0.374  1.132
H  3.480  -0.014  -0.430
H  2.373  1.316  -0.642

SMILES = CC#CC(N)=O
HOMO level = -9.819 eV
Gap between HOMO and LUMO = 10.716 eV
E_tot = -7765.2971 eV
M = 83.1 g/mol

Mulliken atomic charge list, values in e, 8 entries: number 1, C, carries -1.2374; number 2, C, carries 0.4656; number 3, C, carries 0.1200; number 4, C, carries 0.2796; number 5, N, carries -0.3748; number 6, O, carries -0.5655; number 7, H, carries 0.2707; number 8, H, carries 0.3047

# 2
ORCA calculation (ωB97M-V with the def2-TZVPD basis set) on C4H5NO in the gas phase.

Element x y z (Å)
O  2.288  -0.772  -0.074
C  1.145  -0.367  -0.031
N  -0.008  -1.091  -0.125
C  -1.198  -0.282  0.082
C  -0.769  1.133  0.396
C  0.646  1.070  0.153
H  0.007  -2.096  -0.203
H  -1.789  -0.613  0.947
H  -1.866  -0.298  -0.791
H  0.187  1.485  -0.820
H  1.358  1.831  0.465

HOMO level = -9.025 eV
Gap between HOMO and LUMO = 9.404 eV
E_tot = -7763.4813 eV
M = 83.1 g/mol

Mulliken atomic charge list, values in e, 8 entries: number 1, O, carries -0.6142; number 2, C, carries 0.3949; number 3, N, carries -0.1071; number 4, C, carries -0.2804; number 5, C, carries -0.6601; number 6, C, carries -0.2167; number 7, H, carries 0.1975; number 8, H, carries 0.3117

# 3
ORCA calculation (ωB97M-V with the def2-TZVPD basis set) on 2 unconnected molecules or ions with the total composition C4H5NO at a distorted geometry.

Element x y z (Å)
N  0.230  -1.866  -0.798
C  -0.703  -1.182  -0.935
C  -1.183  0.091  -0.398
C  -0.091  0.643  0.530
C  1.283  0.089  0.485
O  0.962  1.337  -0.124
H  -2.106  -0.103  0.138
H  -1.392  0.771  -1.215
H  -0.468  1.146  1.430
H  1.917  0.198  1.387
H  1.550  -1.127  -0.501

HOMO level = -9.179 eV
Gap between HOMO and LUMO = 9.771 eV
E_tot = -7761.8675 eV
M = 83.1 g/mol

Mulliken atomic charge list, values in e, 8 entries: number 1, N, carries -0.4949; number 2, C, carries 0.3047; number 3, C, carries -0.6588; number 4, C, carries 0.1138; number 5, C, carries -0.4248; number 6, O, carries -0.3984; number 7, H, carries 0.3361; number 8, H, carries 0.2678

# 4
ORCA calculation (ωB97M-V with the def2-TZVPD basis set) on C4H5NO in the gas phase at a distorted geometry.

Element x y z (Å)
O  2.315  -0.181  -0.213
C  1.083  -0.125  -0.093
C  0.252  1.073  0.100
C  -0.964  0.507  -0.164
C  -1.020  -0.758  -0.114
N  0.309  -1.318  0.114
H  0.704  1.995  -0.544
H  0.731  1.396  1.205
H  -2.072  1.024  -0.204
H  -1.877  -1.408  -0.372
H  0.539  -2.204  0.284

SMILES = O=C1CC=CN1
HOMO level = -8.873 eV
Gap between HOMO and LUMO = 9.674 eV
E_tot = -7764.1367 eV
M = 83.1 g/mol

Mulliken atomic charge list, values in e, 8 entries: number 1, O, carries -0.6120; number 2, C, carries 0.2503; number 3, C, carries -0.0531; number 4, C, carries -0.2056; number 5, C, carries -0.3594; number 6, N, carries -0.0318; number 7, H, carries 0.2381; number 8, H, carries 0.1976

# 5
ORCA calculation (ωB97M-V with the def2-TZVPD basis set) on C4H5NO in the gas phase.

Element x y z (Å)
N  -1.837  -0.444  0.045
C  -0.448  -0.223  0.034
C  0.249  0.870  -0.587
C  1.568  0.642  -0.369
O  1.752  -0.489  0.340
C  0.515  -1.017  0.573
H  -2.199  -0.616  0.973
H  -2.348  0.321  -0.372
H  -0.187  1.708  -1.115
H  2.463  1.183  -0.639
H  0.488  -1.942  1.129

SMILES = Nc1ccoc1
HOMO level = -8.139 eV
Gap between HOMO and LUMO = 9.220 eV
E_tot = -7765.7400 eV
M = 83.1 g/mol

Mulliken atomic charge list, values in e, 8 entries: number 1, N, carries -0.5782; number 2, C, carries 0.7934; number 3, C, carries -0.3861; number 4, C, carries -0.4414; number 5, O, carries -0.3265; number 6, C, carries -0.6549; number 7, H, carries 0.2464; number 8, H, carries 0.2396

# 6
ORCA calculation (ωB97M-V with the def2-TZVPD basis set) on a molecular structure, C4H5NO at a distorted geometry.

Element x y z (Å)
N  2.294  -1.093  0.973
C  1.619  -0.594  0.180
C  0.343  -0.305  -0.438
C  -0.855  -0.499  0.522
O  -1.459  0.691  -0.004
C  -0.193  1.120  -0.523
H  0.227  -0.891  -1.350
H  -0.591  -0.391  1.586
H  -1.463  -1.398  0.387
H  0.325  1.786  0.181
H  -0.246  1.574  -1.514

HOMO level = -10.467 eV
Gap between HOMO and LUMO = 11.215 eV
E_tot = -7764.6779 eV
M = 83.1 g/mol

Mulliken atomic charge list, values in e, 8 entries: number 1, N, carries -0.4492; number 2, C, carries 0.0486; number 3, C, carries 0.2285; number 4, C, carries -0.4626; number 5, O, carries -0.3805; number 6, C, carries -0.4424; number 7, H, carries 0.3281; number 8, H, carries 0.2783

Among the records above, which one has the lowest gap between HOMO and LUMO? number 5

Which formula does entry 1 have? C4H5NO